{
  "formula": "C8H17NOPS",
  "method": "the ωB97M-V functional and the def2-TZVPD basis",
  "charge": 1,
  "lumo_energy_ev": [-6.06, -4.73],
  "total_energy_ha": -1184.193117,
  "elements": ["S", "C", "H", "H", "C", "H", "H", "P", "H", "H", "C", "H", "O", "H", "H", "N", "H", "H", "H", "C", "C", "H", "H", "C", "H", "H", "C", "C", "H"],
  "xyz": [[1.77, 1.18, 1.82], [-0.02, -1.09, 1.28], [-1.47, -2.32, 0.24], [-1.55, 0.88, 1.29], [-1.34, -1.84, 1.21], [2.10, -1.60, 1.21], [-2.90, 1.38, -0.75], [3.39, 0.66, -3.53], [2.21, -0.04, -3.93], [-1.33, -2.62, 1.96], [1.90, 0.52, -1.15], [1.10, -2.49, 0.06], [2.97, 0.86, -1.91], [-0.07, 2.64, -0.72], [-0.10, -0.50, -0.64], [0.06, 0.00, 0.24], [1.17, 0.00, -1.78], [1.05, -2.89, 1.77], [0.08, -0.61, 2.26], [1.44, 0.63, 0.19], [-0.63, 2.46, 0.19], [-1.60, 0.82, -1.78], [-1.52, 3.08, 0.16], [-1.08, 1.01, 0.31], [-0.03, 2.78, 1.04], [-2.47, -0.32, -0.73], [-2.07, 0.69, -0.80], [1.13, -2.07, 1.06], [-2.20, -1.21, 1.42]],
  "nbo_charge": [0.146, -0.038, 0.213, 0.227, -0.634, 0.234, 0.254, 0.769, -0.121, 0.253, 0.216, 0.210, -0.699, 0.218, 0.430, -0.429, 0.148, 0.251, 0.248, -0.108, -0.628, 0.213, 0.248, -0.031, 0.236, 0.226, -0.639, -0.636, 0.224]
}

=====

{
  "formula": "H3O2PS",
  "method": "the ωB97M-V functional and the def2-TZVPD basis",
  "relative_energy_kj_mol": 136.9,
  "charge": 0,
  "lumo_energy_ev": -0.35,
  "smiles": "OP=S.O",
  "total_energy_ha": -891.831062,
  "elements": ["H", "P", "H", "O", "H", "S", "O"],
  "xyz": [[0.30, -0.14, -0.11], [2.17, 1.12, 0.41], [-2.37, -0.96, -0.17], [-1.48, -1.34, -0.12], [-1.76, -2.35, -0.05], [2.42, 3.01, 0.06], [0.71, 0.66, -0.01]],
  "nbo_charge": [0.535, 0.950, 0.480, -0.956, 0.481, -0.469, -1.021]
}

=====

{
  "formula": "C9H5N2O2PdS5",
  "method": "the ωB97M-V functional and the def2-TZVPD basis",
  "relative_energy_kj_mol": 27.8,
  "charge": -1,
  "lumo_energy_ev": [2.72, 1.65],
  "s_squared": 2.017,
  "total_energy_ha": -2724.762961,
  "multiplicity": 3,
  "elements": ["C", "C", "S", "Pd", "C", "H", "H", "C", "S", "S", "S", "S", "C", "O", "N", "H", "C", "H", "N", "H", "C", "O", "C", "C"],
  "xyz": [[-1.12, 1.90, 2.40], [3.89, -1.56, -2.34], [-1.52, 2.65, 3.93], [-0.13, 0.04, 0.05], [2.60, -3.47, -3.04], [1.66, -4.01, -3.04], [5.76, -3.65, -4.24], [4.99, -2.06, -3.03], [-1.25, 2.08, -0.33], [-2.36, 4.10, 1.59], [-2.93, 5.25, 4.27], [-0.28, 0.41, 2.38], [3.70, -3.96, -3.71], [-0.47, -1.89, -1.01], [1.59, -1.71, -1.63], [3.93, -0.62, -1.80], [-2.31, 4.06, 3.32], [5.92, -1.50, -3.02], [0.50, -2.38, -1.65], [3.63, -4.90, -4.25], [-1.52, 2.58, 1.29], [1.78, -0.57, -1.01], [2.70, -2.26, -2.35], [4.90, -3.26, -3.71]],
  "nbo_charge": [-0.440, -0.248, 0.455, 0.784, -0.246, 0.240, 0.205, -0.206, -0.163, 0.455, -0.147, -0.163, -0.211, -0.549, 0.118, 0.254, -0.562, 0.209, 0.134, 0.208, -0.440, -0.644, 0.189, -0.231]
}

=====

{
  "formula": "C22H47IO17P",
  "method": "the ωB97M-V functional and the def2-TZVPD basis",
  "charge": -1,
  "lumo_energy_ev": 2.12,
  "total_energy_ha": -2784.656734,
  "elements": ["H", "O", "H", "H", "C", "O", "P", "H", "H", "O", "H", "O", "C", "H", "H", "O", "H", "O", "O", "H", "O", "C", "H", "H", "C", "H", "O", "C", "H", "O", "C", "H", "O", "H", "H", "H", "C", "C", "H", "C", "O", "H", "C", "C", "C", "H", "H", "H", "H", "H", "O", "O", "C", "H", "C", "H", "H", "H", "H", "H", "H", "H", "C", "C", "H", "H", "O", "C", "H", "H", "I", "H", "H", "C", "H", "H", "C", "C", "H", "H", "H", "H", "H", "H", "C", "O", "C", "O"],
  "xyz": [[-3.05, 2.50, 0.96], [7.27, 3.07, 2.81], [-1.92, -4.37, 7.99], [8.74, 3.91, -1.16], [5.78, -2.46, -0.98], [-2.91, -4.36, 5.58], [-0.47, -4.09, 0.67], [-4.40, 0.54, 0.16], [7.91, -2.19, 0.44], [-4.52, -4.69, 7.13], [-5.35, -2.01, 4.04], [-0.84, -3.87, -1.05], [-1.32, 2.86, -4.81], [2.89, -2.27, -0.49], [-0.69, 2.04, -4.47], [6.84, -1.70, -1.28], [4.07, -4.32, -1.30], [-2.11, 4.76, -6.54], [-1.55, -2.63, 0.88], [7.16, 3.38, 4.79], [5.50, -2.85, 0.13], [-4.00, -4.13, 6.03], [-2.38, -3.18, -2.20], [3.72, -3.86, -2.97], [3.90, -3.47, -1.97], [-2.01, 5.09, -9.04], [-4.89, -3.28, 5.54], [-2.18, -3.52, -1.18], [-3.21, 3.76, -4.32], [-4.27, 2.48, -1.41], [-5.30, 2.70, -0.83], [7.41, 4.16, -2.31], [7.33, 2.62, 0.70], [-5.40, 0.64, 1.60], [-5.64, 3.53, -3.25], [-3.18, 2.01, -4.15], [7.62, -1.32, -0.15], [6.80, 3.42, 1.61], [-5.10, 4.93, -2.30], [-2.60, 2.92, -4.01], [6.01, 4.31, 1.41], [7.21, 4.87, 3.82], [-4.47, -2.56, 4.36], [-2.41, -2.44, -0.10], [6.80, 3.87, 3.89], [-4.15, -3.22, 3.56], [-3.20, -6.29, 7.04], [-3.07, 1.22, 2.18], [7.40, 4.98, -0.74], [-6.81, 4.77, -2.76], [-5.71, 2.15, 0.30], [-1.56, 2.59, -6.20], [-2.60, -4.94, 8.62], [-2.64, 3.77, -10.05], [6.93, 2.87, -0.66], [8.51, -0.84, -0.54], [0.38, -5.23, 0.38], [-3.66, 4.50, -8.80], [0.64, -3.19, 0.55], [5.71, 3.91, 3.90], [-1.58, -5.00, 0.82], [7.07, -0.62, 0.47], [-3.66, -5.63, 7.78], [2.73, -2.63, -1.50], [-4.32, -6.22, 8.41], [5.85, 3.01, -0.70], [5.12, -2.71, -2.10], [-5.92, 4.23, -2.47], [-4.10, 2.64, 2.37], [2.61, -1.77, -2.15], [-4.52, -2.77, 0.70], [-2.84, -4.37, -0.98], [1.82, -3.22, -1.51], [-2.65, 4.21, -9.06], [-2.41, -1.40, -0.44], [-2.02, -5.67, 9.18], [7.67, 4.05, -1.25], [-4.79, 1.22, 0.91], [-3.67, -1.87, 4.61], [-2.38, 3.02, -2.95], [7.17, 1.96, -1.19], [-0.74, 3.78, -4.71], [-0.27, -4.17, 2.09], [-3.07, -4.25, 9.33], [-1.96, 3.63, -6.93], [-6.25, 3.54, -1.26], [-3.69, 1.94, 1.65], [-2.16, 3.21, -8.18]],
  "lowdin_charge": [0.074, 0.005, 0.076, 0.080, -0.619, 0.136, 0.446, 0.089, 0.093, 0.024, 0.077, -0.390, -0.197, 0.074, 0.125, -0.010, 0.123, 0.116, -0.393, 0.092, 0.129, -0.615, 0.108, 0.119, -0.198, 0.093, 0.002, -0.388, 0.071, 0.112, -0.607, 0.080, 0.033, 0.108, 0.088, 0.088, -0.052, -0.616, 0.098, -0.072, 0.124, 0.096, -0.071, -0.731, -0.040, 0.010, 0.122, 0.083, 0.074, 0.090, 0.044, 0.043, -0.070, 0.091, -0.207, 0.089, -0.056, 0.096, -0.035, 0.096, -0.016, 0.094, -0.225, -0.065, 0.118, 0.127, 0.034, -0.046, 0.078, 0.081, 0.670, 0.050, 0.062, -0.048, 0.075, 0.076, -0.065, -0.217, 0.099, 0.073, 0.119, 0.122, -0.054, 0.078, -0.619, 0.003, -0.059, 0.001]
}

=====

{
  "formula": "CH8NO",
  "method": "the ωB97M-V functional and the def2-TZVPD basis",
  "relative_energy_kj_mol": 70.1,
  "charge": 0,
  "lumo_energy_ev": [0.98, 0.59],
  "s_squared": 0.750,
  "total_energy_ha": -172.739717,
  "multiplicity": 2,
  "elements": ["H", "H", "H", "H", "C", "H", "O", "H", "H", "H", "N"],
  "xyz": [[0.13, 0.88, -0.39], [-0.25, 0.50, 2.50], [-1.62, 0.50, 1.25], [-0.63, -1.52, -2.25], [-0.61, 0.77, 1.51], [-0.99, 1.82, 1.41], [0.12, -1.13, -1.78], [1.33, 0.73, 1.00], [0.98, -1.31, -2.19], [0.44, -0.54, 0.34], [0.46, 0.48, 0.51]],
  "nbo_charge": [0.363, 0.218, 0.228, 0.484, -0.595, 0.218, -1.025, 0.276, 0.477, 0.410, -1.054]
}

=====

{
  "formula": "C22H30HgO2Si",
  "method": "the ωB97M-V functional and the def2-TZVPD basis",
  "relative_energy_kj_mol": 113.2,
  "charge": 0,
  "lumo_energy_ev": [-2.15, -2.15],
  "total_energy_ha": -1449.402132,
  "elements": ["C", "C", "H", "C", "H", "H", "H", "H", "H", "C", "Hg", "H", "H", "H", "C", "H", "H", "Si", "C", "H", "H", "C", "H", "H", "C", "H", "H", "C", "H", "C", "O", "H", "O", "H", "C", "H", "H", "C", "C", "H", "C", "C", "C", "H", "H", "C", "C", "H", "C", "H", "C", "C", "H", "H", "C", "H"],
  "xyz": [[-2.92, 2.86, -3.92], [-0.79, 1.69, -3.82], [-2.91, 0.59, -1.35], [-1.57, 2.56, 1.15], [-4.40, 2.28, -2.45], [0.32, -2.90, 4.74], [-0.81, -1.70, -1.80], [-2.55, -2.19, 4.72], [-0.26, -3.60, 3.17], [-1.76, -2.60, -1.94], [-2.65, -3.92, 0.68], [5.38, -0.76, -3.28], [-2.56, 2.63, 0.71], [-2.16, -0.45, 4.47], [-2.55, 1.18, -2.21], [2.11, 1.77, -2.06], [-2.34, -2.59, -1.00], [-0.14, -0.27, -1.86], [4.31, -0.62, -3.11], [0.20, 1.52, -4.23], [-2.40, -2.27, -2.76], [-1.24, 0.97, -2.69], [2.74, 0.25, 4.29], [3.82, -2.66, -3.59], [1.81, -0.33, 4.38], [-1.30, -3.57, -2.14], [-1.97, 2.32, 3.34], [0.74, 2.50, 1.36], [1.96, -1.17, 5.09], [-3.39, 2.12, -2.82], [1.50, -0.78, 3.05], [2.23, -2.68, 3.44], [-0.92, -1.71, 3.49], [-3.58, 3.61, -4.39], [0.17, 2.35, 2.65], [1.80, 2.51, 1.12], [4.51, 1.47, -2.60], [3.42, -1.70, -3.27], [-1.26, 2.38, 2.53], [0.72, 2.25, 3.59], [2.46, 0.81, -2.43], [-0.34, 2.65, 0.43], [1.35, -2.20, 2.97], [-0.23, 2.80, -0.65], [0.02, 0.04, -0.42], [2.06, -1.53, -3.01], [0.09, -2.69, 3.68], [-1.15, -1.44, 5.57], [-1.63, 2.64, -4.43], [1.30, -2.45, 1.90], [3.82, 0.63, -2.71], [-1.73, -1.45, 4.63], [-1.29, 3.21, -5.29], [1.00, 0.33, 4.74], [1.57, -0.29, -2.55], [1.39, -2.40, -3.10]],
  "nbo_charge": [-0.182, -0.116, 0.221, -0.379, 0.222, 0.167, -0.021, 0.161, 0.169, -0.606, 0.042, 0.221, 0.191, 0.205, -0.163, 0.235, 0.211, 1.340, -0.193, 0.212, 0.234, -0.551, 0.188, 0.218, -0.264, 0.235, 0.192, -0.328, 0.160, -0.212, -0.523, 0.162, -0.541, 0.220, -0.311, 0.196, 0.224, -0.232, -0.265, 0.190, -0.180, -0.286, -0.075, 0.188, -0.064, -0.142, -0.098, 0.165, -0.237, 0.181, -0.202, -0.247, 0.220, 0.193, -0.537, 0.194]
}